Record 1
C3H8N4S | wB97M-V/def2-TZVPD

Properties
net charge	0
E_tot	-20031.1969	eV
HOMO energy	-8.0	eV
M	132.19	g mol⁻¹
LUMO energy	0.56	eV
SMILES	CN(N)/C=N\C=N/S

Each line ends with the natural charge from an NBO analysis.
Atoms and positions in Å:
C1 0.85 1.42 -0.22  -0.466
N1 1.26 0.00 -0.01  -0.312
N2 2.67 -0.24 -0.15  -0.675
C2 0.30 -1.06 -0.14  0.357
N3 -0.99 -0.89 -0.08  -0.618
C3 -1.76 -0.17 0.90  0.250
N4 -2.96 0.22 0.84  -0.626
S1 -3.94 0.04 -0.53  0.195
H1 -0.12 1.47 -1.13  0.235
H2 1.88 1.89 -0.57  0.247
H3 0.42 1.64 1.00  0.233
H4 3.17 -0.67 0.52  0.375
H5 2.73 -0.51 -1.10  0.363
H6 0.86 -2.08 -0.31  0.178
H7 -1.15 -0.12 1.92  0.167
H8 -3.21 -0.93 -0.93  0.095

Record 2
C3H8N4S | wB97M-V/def2-TZVPD

Properties
net charge	0
E_tot	-20035.4415	eV
HOMO energy	-8.8	eV
M	132.19	g mol⁻¹
LUMO energy	0.39	eV
SMILES	C/N=C(/N)C(=S)NN

Each line ends with the natural charge from an NBO analysis.
Atoms and positions in Å:
C1 -0.23 -1.33 -1.63  -0.438
N1 -0.78 -0.01 -1.57  -0.468
C2 -0.80 0.64 -0.47  0.357
N2 -1.44 1.86 -0.36  -0.806
C3 -0.16 0.23 0.79  0.044
S1 -1.01 -0.04 2.19  -0.166
N3 1.17 0.20 0.69  -0.387
N4 2.02 -0.23 1.68  -0.639
H1 -0.93 -2.00 -2.10  0.209
H2 0.71 -1.31 -2.23  0.193
H3 0.06 -1.81 -0.70  0.172
H4 -1.85 1.98 0.56  0.400
H5 -2.04 2.12 -1.16  0.400
H6 1.57 0.37 -0.20  0.397
H7 1.65 -1.11 2.05  0.366
H8 2.05 0.43 2.47  0.366